Entry 1:
Here is 2 unconnected molecules or ions with the total composition C2H7N3O from the Open Molecules 2025 dataset. Energies are from ωB97M-V/def2-TZVPD.

Element x y z (Å)
C -0.04283 -1.70478 -0.39149
C -0.14617 1.90691 -0.06818
N -3.12585 0.39220 -0.27968
N -0.37651 -0.38843 0.07973
N -0.04070 0.61896 -0.66453
O -2.53799 -0.53883 0.15426
H -0.21560 -1.73229 -1.46611
H 1.01088 -1.93440 -0.20035
H -0.67147 -2.43983 0.10564
H -0.60199 1.88572 0.93098
H 0.85372 2.35036 0.00756
H -0.73989 2.54926 -0.72188
H -0.45764 -0.26906 1.09714

Its LUMO energy (spin up / spin down) is 0.02300 / -0.00111 Ha. The calculation puts the energy relative to the best compared isomer or geometry (same formula, charge and spin) at 6.0401 eV. The net charge is 0. The calculation puts the gap between HOMO and LUMO (spin up / spin down) at 7.4342 / 8.2242 eV.

=====

Entry 2:
Here is C2H7N3O in the gas phase from the Open Molecules 2025 dataset. Energies are from ωB97M-V/def2-TZVPD.

Element x y z (Å)
H 0.89272 -1.80178 1.77459
N 0.59451 -1.98560 0.82819
C 0.33025 -0.87962 0.23281
C 0.27807 0.47796 0.86468
N 0.19960 1.77596 -0.06001
N -0.21572 -0.88492 -1.00025
O -1.24180 0.04047 -1.26799
H -0.70264 0.49235 1.51389
H 1.12307 0.66094 1.60008
H -0.79551 1.72165 -0.55798
H 1.05261 1.85187 -0.73578
H -0.51938 -1.81968 -1.04807
H -0.99578 0.35038 -2.14418

Its LUMO energy is 0.02451 Ha. The calculation puts the energy relative to the best compared isomer or geometry (same formula, charge and spin) at 4.2080 eV. The net charge is 0. The calculation puts the gap between HOMO and LUMO at 9.7603 eV. Its SMILES is [H]/N=C(\CN)NO.

=====

Entry 3:
Here is C2H7N3O in the gas phase from the Open Molecules 2025 dataset. Energies are from ωB97M-V/def2-TZVPD.

Element x y z (Å)
N 1.76754 0.15366 -0.04759
C 0.59589 -0.69134 0.02219
C -0.67704 0.11120 -0.01099
N -0.56157 1.47026 -0.20339
N -1.85084 -0.36998 0.60521
O -1.70467 -0.69167 -0.79477
H 2.60316 -0.40413 -0.17809
H 1.86424 0.69998 0.80113
H 0.40828 -1.28497 -0.93051
H 0.56603 -1.41001 0.85744
H 0.13682 1.72242 -0.88945
H -1.45142 1.91833 -0.37679
H -1.69640 -1.22376 1.14561

Its LUMO energy is 0.03377 Ha. The calculation puts the energy relative to the best compared isomer or geometry (same formula, charge and spin) at 3.4554 eV. The net charge is 0. The calculation puts the gap between HOMO and LUMO at 9.9420 eV. Its SMILES is NC[C@]1(N)NO1.

=====

Entry 4:
Here is C2H7N3O2 in the gas phase from the Open Molecules 2025 dataset. Energies are from ωB97M-V/def2-TZVPD.

Element x y z (Å)
N 0.40483 -1.76030 1.07137
O 1.40384 -1.02508 0.35415
C 0.97323 0.01444 -0.40383
O 1.79326 0.66233 -0.99356
C -0.53699 0.33074 -0.41782
N -0.86365 1.29818 -1.43550
N -0.95515 0.83538 0.87543
H 0.86853 -2.02639 1.93788
H 0.23407 -2.61261 0.53817
H -1.10064 -0.59056 -0.61800
H -0.34588 2.15518 -1.27830
H -0.60720 0.95080 -2.35102
H -0.41171 1.64963 1.13783
H -0.85655 0.11826 1.58321

Its LUMO energy is 0.02359 Ha. The calculation puts the energy relative to the best compared isomer or geometry (same formula, charge and spin) at 2.7564 eV. The net charge is 0. The calculation puts the gap between HOMO and LUMO at 9.8249 eV. Its SMILES is NOC(=O)C(N)N.

=====

Entry 5:
Here is C2H7N3O2 in the gas phase from the Open Molecules 2025 dataset. Energies are from ωB97M-V/def2-TZVPD.

Element x y z (Å)
C 1.41932 0.63924 -0.03772
N 0.06076 0.36022 -0.50286
C -0.98460 1.30891 -0.13549
N -0.36411 -0.89761 -0.14841
O -0.05518 -1.87405 -1.03699
N -0.77759 -1.17057 1.02748
O -0.74216 -2.35004 1.34043
H 2.00177 -0.16591 -0.57784
H 1.62373 0.50403 1.03692
H 1.64875 1.63414 -0.40956
H -0.82776 2.24866 -0.63351
H -1.97027 0.93787 -0.43815
H -1.03694 1.46502 0.95983
H 0.00429 -2.63993 -0.44413

Its LUMO energy is 0.03560 Ha. The calculation puts the energy relative to the best compared isomer or geometry (same formula, charge and spin) at 6.3059 eV. The net charge is 0. The calculation puts the gap between HOMO and LUMO at 10.3275 eV. Its SMILES is CN(C)N(O)N=O.

=====

Entry 6:
Here is C2H7N3O2 in the gas phase from the Open Molecules 2025 dataset. Energies are from ωB97M-V/def2-TZVPD.

Element x y z (Å)
N 1.36074 -1.96684 -0.37916
N 0.72397 -0.75687 -0.42792
C -0.40083 -0.59029 0.11540
O -1.10357 -1.61653 0.71314
C -1.06394 0.76547 0.13965
O -0.36856 1.76126 -0.55383
N 0.79958 2.16021 0.17705
H 1.93254 -2.08838 -1.20424
H 0.75728 -2.76036 -0.18606
H -1.94156 -1.29553 1.06052
H -2.03702 0.70442 -0.36094
H -1.21148 1.06922 1.19133
H 1.54663 1.52339 -0.10347
H 1.00623 3.09087 -0.18144

Its LUMO energy is 0.02463 Ha. The calculation puts the energy relative to the best compared isomer or geometry (same formula, charge and spin) at 4.0824 eV. The net charge is 0. The calculation puts the gap between HOMO and LUMO at 9.2005 eV. Its SMILES is N/N=C(\O)CON.

=====

Entry 7:
Here is C2H7N3O3 in the gas phase from the Open Molecules 2025 dataset. Energies are from ωB97M-V/def2-TZVPD.

Element x y z (Å)
C -2.81591 -0.18974 -0.01788
O -1.54768 0.40282 0.07600
N -0.60873 -0.60052 -0.22241
C 0.54236 -0.19408 0.06090
N 1.53056 -1.00495 -0.22024
O 2.91021 -1.01170 0.12649
N 0.81864 1.25978 0.37182
O 1.96795 1.63904 -0.42918
H -2.94671 -0.56965 -1.03705
H -2.87619 -1.02714 0.68926
H -3.57429 0.62985 0.19861
H 1.16792 -1.79496 -0.81431
H 2.73909 -1.05571 1.07394
H -0.01014 1.70363 -0.05969
H 2.70292 1.81333 0.20373

Its LUMO energy is 0.02206 Ha. The calculation puts the energy relative to the best compared isomer or geometry (same formula, charge and spin) at 7.3485 eV. The net charge is 0. The calculation puts the gap between HOMO and LUMO at 8.8884 eV. Its SMILES is CON=C(NO)NO.

=====

Entry 8:
Here is C2H7N3OS in the gas phase from the Open Molecules 2025 dataset. Energies are from ωB97M-V/def2-TZVPD.

Element x y z (Å)
C 0.42780 0.36404 -2.41427
N -0.58275 0.01876 -1.43370
C -0.24849 -0.55332 -0.16780
N -0.94235 -1.62607 0.10797
O -0.58352 -2.11324 1.40360
N 0.69649 0.14341 0.59109
S 0.44639 1.78146 0.99134
H -0.03857 1.04889 -3.15445
H 0.94125 -0.42530 -2.93900
H 1.21711 0.93714 -1.88136
H -1.28097 -0.63474 -1.77500
H -1.02601 -2.96606 1.46131
H 0.87319 -0.38359 1.40290
H 1.56438 2.20922 0.43021

Its LUMO energy is 0.02861 Ha. The calculation puts the energy relative to the best compared isomer or geometry (same formula, charge and spin) at 1.5395 eV. The net charge is 0. The calculation puts the gap between HOMO and LUMO at 9.2476 eV. Its SMILES is CN/C(=N/O)NS.

=====

Entry 9:
Here is C2H7N3S in the gas phase from the Open Molecules 2025 dataset. Energies are from ωB97M-V/def2-TZVPD.

Element x y z (Å)
C -2.10920 -0.61937 -0.08713
N -0.67071 -0.41469 -0.16262
N -0.37676 0.85301 -0.56183
C 0.78585 1.30754 -0.27551
N 1.75200 0.56030 0.45651
S 2.59061 -0.67348 -0.39140
H -2.26944 -1.67368 0.18066
H -2.50975 -0.45826 -1.05637
H -2.59044 0.00127 0.64427
H -0.18385 -0.67520 0.73286
H 1.05114 2.29141 -0.64785
H 2.45826 1.20015 0.89862
H 2.07229 -1.69900 0.26978

Its LUMO energy is 0.02839 Ha. The calculation puts the energy relative to the best compared isomer or geometry (same formula, charge and spin) at 1.7369 eV. The net charge is 0. The calculation puts the gap between HOMO and LUMO at 9.2153 eV. Its SMILES is CN/N=C\NS.

=====

Entry 10:
Here is C2H7N3S in the gas phase from the Open Molecules 2025 dataset. Energies are from ωB97M-V/def2-TZVPD.

Element x y z (Å)
H 0.86965 1.99706 0.09467
N -0.08776 1.75210 0.05138
C -0.44146 0.63549 -0.30972
C 0.39507 -0.66472 -0.36605
S 2.13208 -0.39601 0.08362
N -1.88766 0.36264 -0.06649
N -2.16486 -1.02389 0.14697
H -0.28156 -1.33206 0.36528
H 0.57295 -0.83622 -1.39066
H 1.94075 0.62622 1.26996
H -2.56840 1.07472 0.55772
H -3.13744 -1.19688 -0.42368
H -2.24882 -1.45733 1.32039

Its LUMO energy is 0.02437 Ha. The calculation puts the energy relative to the best compared isomer or geometry (same formula, charge and spin) at 4.3548 eV. The net charge is 0. The calculation puts the gap between HOMO and LUMO at 9.6940 eV. Its SMILES is [H]/N=C(\CS)NN.

=====

Entry 11:
Here is C2H7N3S in the gas phase from the Open Molecules 2025 dataset. Energies are from ωB97M-V/def2-TZVPD.

Element x y z (Å)
C 2.57659 0.82433 0.08103
S 2.06847 -0.96897 -0.03466
N 0.28083 -0.41743 -0.11872
C -0.75495 -1.11849 0.11148
N -2.13121 -0.70118 0.01784
N -2.30377 0.60915 -0.03576
H 2.09449 1.53671 -0.75871
H 2.42475 1.00496 1.09287
H 3.65434 0.73137 -0.26926
H -0.84968 -2.27676 0.25290
H -2.69127 -1.36952 -0.42702
H -1.81753 1.07742 -0.77288
H -2.55106 1.06841 0.86090

Its LUMO energy is 0.02903 Ha. The calculation puts the energy relative to the best compared isomer or geometry (same formula, charge and spin) at 2.9585 eV. The net charge is 0. The calculation puts the gap between HOMO and LUMO at 9.1174 eV. Its SMILES is CS/N=C/NN.

=====

Entry 12:
Here is a molecular structure, C2H7N4 from the Open Molecules 2025 dataset. Energies are from ωB97M-V/def2-TZVPD.

Element x y z (Å)
C -0.60795 -0.19920 0.44225
C 0.30182 -0.92557 -0.64819
N -0.39608 1.07187 0.59640
N 1.07869 0.14630 -1.29654
N -1.46814 -0.75657 1.27090
N 0.51601 1.52049 -0.27816
H 0.88684 -1.65160 0.04959
H -0.30322 -1.44113 -1.34151
H 2.13125 0.06898 -1.29307
H -1.80744 -1.64790 1.33606
H -2.04344 -0.17351 1.82152
H 0.29871 2.27503 -0.93075
H 1.41295 1.71281 0.27151

Its LUMO energy is -0.16118 Ha. The calculation puts the energy relative to the best compared isomer or geometry (same formula, charge and spin) at 3.9839 eV. The net charge is +1. The calculation puts the gap between HOMO and LUMO at 10.1809 eV.